# B2H54NiO23

A structure of composition B2H54NiO23 in a non-equilibrium geometry (ωB97M-V/def2-TZVPD, OMol25).

Positions of all 80 atoms, in Å:
Ni 1.87554 -16.70817 -7.15877
B 0.18993 -16.44691 -5.49537
H -0.70307 -15.84363 -5.44219
H 1.07021 -15.82584 -5.55566
H 0.20267 -17.08215 -4.62327
H 0.19883 -17.05047 -6.38973
B 0.71932 -16.39220 -9.01044
H 0.71580 -15.67394 -8.20524
H 0.88143 -17.39773 -8.65425
H -0.22378 -16.31601 -9.52910
H 1.56876 -16.12372 -9.61921
O 3.17565 -18.73437 -3.21677
H 3.49858 -17.83522 -3.15770
H 3.92951 -19.27595 -2.98310
O 3.78590 -18.23138 -12.19120
H 2.94492 -18.01811 -11.78683
H 4.04624 -17.42790 -12.64162
O 2.81530 -14.92570 -7.27944
H 3.67361 -14.61942 -7.57222
H 2.30896 -14.12514 -7.14177
O 0.76161 -13.81653 -4.22228
H 0.58725 -14.71872 -4.49040
H 0.05206 -13.30806 -4.61502
O 1.67129 -18.84715 -7.09362
H 1.38632 -19.20857 -6.25433
H 1.29906 -19.43809 -7.74819
O 5.08411 -14.18908 -9.48644
H 5.99031 -14.22068 -9.17981
H 5.13858 -13.79189 -10.35564
O 0.68881 -13.52945 -9.48467
H 0.94418 -14.45105 -9.52554
H 0.55618 -13.35829 -8.55228
O 4.53943 -16.43408 -3.13752
H 5.45686 -16.70555 -3.10841
H 4.39305 -15.99287 -2.30078
O 1.55618 -12.59985 -6.70621
H 0.65375 -12.66702 -6.39422
H 1.79086 -11.68249 -6.56618
O -2.43386 -18.11783 -6.02637
H -1.59312 -17.90799 -5.61974
H -3.01209 -18.32074 -5.29104
O -1.74900 -16.08602 -3.34736
H -1.51919 -16.99347 -3.14748
H -1.43339 -15.94971 -4.24070
O 6.43853 -18.16220 -8.19306
H 7.37619 -17.98173 -8.12632
H 6.09283 -17.96047 -7.32357
O 6.47197 -17.24825 -5.47370
H 7.06139 -16.52059 -5.27541
H 6.87291 -18.00514 -5.04638
O 1.56990 -18.71503 -10.64842
H 1.58036 -17.87672 -10.18652
H 0.69883 -19.07278 -10.47675
O 3.65455 -17.04206 -8.68852
H 4.01807 -17.84370 -9.06463
H 4.08771 -16.33484 -9.16647
O -0.96330 -12.65940 -5.80702
H -1.49022 -13.38016 -6.15211
H -1.42182 -11.86900 -6.09210
O -2.29646 -14.74306 -7.12315
H -1.90962 -15.61809 -7.09302
H -2.83134 -14.74433 -7.91697
O 3.43345 -17.16046 -5.67817
H 3.69480 -16.40102 -5.15743
H 4.15247 -17.78331 -5.57181
O -0.68613 -16.40364 -11.96823
H -1.34597 -17.04590 -11.70680
H -0.23173 -16.18196 -11.15545
O 0.21434 -20.61814 -8.60223
H -0.13731 -20.37765 -9.45939
H 0.86218 -21.29717 -8.79053
O 0.89273 -19.54897 -4.64766
H 1.74173 -19.59419 -4.20790
H 0.45852 -18.79221 -4.25393
O -2.30156 -17.75782 -8.85377
H -1.35082 -17.64699 -8.84701
H -2.54674 -17.78365 -7.92886
O 3.65658 -20.38198 -9.79186
H 3.20039 -19.75781 -10.35625
H 4.50554 -20.51173 -10.21455

Atomic forces in eV per Å
Ni 1.2152 -1.2632 0.1506
B 0.1616 -0.4106 -0.2094
H -2.7561 2.3727 -0.7373
H 3.3306 2.4143 0.2317
H 0.4407 -2.2735 3.0880
H -0.8541 -2.5066 -3.0855
B -0.2327 -0.2583 -0.5713
H -0.4237 2.5981 3.0390
H 0.1572 -3.6256 0.9513
H -3.2397 0.2850 -1.3139
H 2.8833 0.9790 -2.6458
O -0.2636 -1.0185 0.0578
H 0.0883 0.5590 -0.1040
H 0.0812 -0.2332 0.1836
O 0.5537 0.0016 -0.0074
H -0.5967 -0.1633 -0.0207
H 0.1302 0.1285 -0.1762
O 0.4138 -0.0929 0.3089
H 0.2970 -0.2641 -0.3567
H -0.6322 1.0816 0.3650
O 0.7083 0.1936 0.8685
H -0.0152 -0.0822 0.1208
H -0.2073 0.1228 0.2390
O 1.1384 0.8347 -0.3681
H -0.4315 -0.1315 1.2392
H -0.4300 -0.1616 -0.7761
O -0.1727 -0.2752 0.3473
H 0.2846 -0.0495 0.0715
H -0.1857 0.1482 -0.2660
O -0.0375 0.7471 -0.4747
H 0.0346 -0.1816 -0.0845
H 0.0471 0.1342 0.1920
O 0.1056 0.2870 -0.0126
H 0.3082 -0.0758 -0.1428
H -0.2326 0.3405 0.2903
O 0.8457 0.1389 -0.7150
H -0.7829 -0.1621 0.4669
H 0.2496 0.1027 -0.0730
O -0.2580 -0.1340 -0.1612
H 0.4967 0.1586 -0.0028
H -0.2910 0.0168 0.1055
O -0.8685 0.0715 0.9511
H 0.1154 -0.0866 0.0914
H 0.0837 0.0543 -0.0919
O -0.0620 -0.1924 -0.4988
H 0.2071 -0.0050 -0.0183
H -0.0936 0.2279 0.2151
O -0.2619 -0.0815 0.2751
H 0.1516 0.3478 -0.0757
H 0.2175 -0.3690 0.0683
O 0.3221 -0.5931 -0.5657
H -0.1350 0.6085 0.4749
H -0.0290 0.1913 -0.1877
O -0.1860 -0.1300 0.4116
H 0.1261 -0.6630 0.0249
H 0.0647 0.5035 -0.1717
O -0.1000 0.8920 -0.0415
H -0.5657 -1.0046 -0.5346
H -0.1378 0.2957 0.0328
O -0.1191 0.4085 0.1787
H 0.2541 -0.3676 0.1133
H -0.1079 0.0550 -0.2821
O -0.4646 0.2298 -0.2832
H -0.0206 0.3722 0.2413
H -0.0598 -0.2993 -0.2437
O 0.0120 -0.0127 -0.7256
H -0.2310 -0.0866 0.1315
H 0.0875 0.1263 0.2671
O -0.0831 0.0422 0.2104
H -0.3658 -0.1093 -0.0560
H 0.3365 -0.3198 -0.1221
O -0.3683 -0.8416 -0.2987
H 0.4484 0.2222 0.4164
H -0.0143 0.3940 -0.0088
O -0.2673 0.0429 -0.6303
H 0.3526 0.1762 0.0285
H -0.1337 -0.3178 0.5790
O 0.2279 -0.2565 0.4860
H -0.4917 0.2513 -0.2834
H 0.2308 -0.0581 -0.0895

Values from the calculation:
<S²>   2.003
HOMO (spin up / spin down)   -9.65 / -9.63 eV
Energy relative to the best compared isomer or geometry (same formula, charge and spin)   0.000 eV
Frontier orbital gap (spin up / spin down)   8.563 / 8.548 eV
DFT total energy   -90362.120 eV
2S+1   3

Löwdin charges, unit e, in atom order: 0.64 -0.37 -0.02 0.00 0.00 -0.01 -0.42 -0.01 -0.02 0.00 0.01 -0.04 -0.02 0.05 -0.05 -0.01 0.04 -0.03 0.07 0.03 -0.07 -0.05 -0.02 -0.04 0.01 0.02 -0.02 0.04 0.05 -0.05 -0.04 0.00 -0.02 0.05 0.08 -0.04 -0.01 0.07 -0.02 0.00 0.06 -0.06 0.02 -0.06 -0.05 0.03 -0.02 -0.02 0.07 0.07 -0.05 -0.01 0.05 -0.03 0.05 0.04 -0.03 0.03 0.09 -0.02 0.01 0.07 -0.02 0.05 0.05 -0.05 0.03 -0.03 -0.01 0.04 0.06 -0.04 0.02 0.02 -0.05 -0.02 -0.01 -0.06 -0.03 0.04